# 1
Molecular formula: C44H64O36
Method: DFT, ωB97M-V with the def2-TZVPD basis set

Results
Gap between HOMO and LUMO (spin up / spin down) (eV): 1.72 / 9.75
Multiplicity: 2
Relative energy (zero: lowest compared OMol25 entry of this formula, charge and spin) (kcal/mol): 0.00
HOMO energy (spin up / spin down) (eV): -0.440 / -8.494
Charge: -1

The geometry in XYZ format:
```
144
Properties=species:S:1:pos:R:3:mulliken_spin:R:1
C -3.3968 3.7338 0.7579 -0.189
C -3.3899 5.1543 1.2070 0.176
O -2.0324 5.2811 1.4832 -0.038
C -1.3937 4.1671 1.5527 -0.021
O -0.2384 4.0137 1.8631 0.001
O -2.1764 3.2075 1.1401 0.012
H -3.4969 3.8045 -0.3252 0.169
H -4.1850 3.2057 1.2944 0.049
H -3.9203 5.2676 2.1525 0.010
H -3.7611 5.8077 0.4175 -0.130
C -2.3315 5.0396 -5.1882 2.280
C -1.5450 6.3270 -4.8734 0.460
O -0.9865 6.0741 -3.5718 -0.318
C -1.3881 4.9311 -3.1431 1.860
O -1.1019 4.5405 -2.0535 -0.746
O -2.0343 4.2527 -4.0411 -1.543
H -2.0756 4.4764 -6.0857 -0.340
H -3.3839 5.3167 -5.2510 -0.413
H -2.2296 7.1747 -4.8441 -0.177
H -0.7358 6.4362 -5.5954 -0.148
C 1.6013 -6.5485 -4.7170 0.028
C 0.7810 -5.7978 -5.7462 0.062
O 0.2417 -4.7233 -5.0852 -0.118
C 0.9265 -4.5187 -3.9424 0.181
O 0.6746 -3.6027 -3.1842 -0.065
O 1.7878 -5.5111 -3.7648 -0.050
H 2.6361 -6.8162 -4.9310 0.000
H 1.0357 -7.3764 -4.2896 -0.003
H 0.0429 -6.4207 -6.2515 -0.012
H 1.3772 -5.3884 -6.5617 -0.026
C 2.2062 4.8068 -2.1076 0.172
C 3.1894 5.4267 -3.1192 0.111
O 4.0967 6.1017 -2.3734 -0.038
C 3.6670 6.2321 -1.1103 -0.005
O 4.2808 6.8431 -0.1601 0.001
O 2.5305 5.5449 -1.0096 0.019
H 2.4836 3.7555 -2.0303 -0.014
H 1.1517 4.9269 -2.3559 -0.097
H 2.7241 6.0598 -3.8747 0.004
H 3.6436 4.6041 -3.6716 0.024
C 3.6578 0.0959 -3.9489 0.053
C 3.5996 -1.4389 -3.9712 0.121
C 4.6459 -2.1382 -4.9063 0.055
O 5.3379 -2.9119 -3.9297 -0.004
C 4.9568 -2.6049 -2.6303 -0.063
O 5.4345 -3.1594 -1.6346 -0.004
O 4.0312 -1.7064 -2.6395 -0.183
H 4.7103 0.3176 -3.7723 0.028
H 2.9411 0.4473 -3.2067 0.084
H 3.3121 0.4367 -4.9249 -0.059
H 2.5877 -1.7708 -4.2034 0.037
H 5.3301 -1.4247 -5.3655 0.006
H 4.1504 -2.7892 -5.6265 -0.031
C -3.3828 0.6428 -3.8157 0.887
C -3.9600 1.1497 -2.4952 -2.790
C -5.4133 1.5402 -2.5786 1.342
O -5.9770 0.9745 -1.4493 -0.267
C -5.0639 0.1839 -0.7950 -0.078
O -5.2478 -0.3559 0.2437 -0.015
O -3.9134 0.2361 -1.4883 0.327
H -2.3975 0.2507 -3.5635 0.044
H -3.5032 1.2926 -4.6825 -0.134
H -3.8841 -0.2931 -4.0627 -0.014
H -3.3657 1.9926 -2.1425 0.563
H -5.8859 1.1821 -3.4932 0.193
H -5.5094 2.6255 -2.5476 -0.213
C 0.8540 1.8026 -1.2204 -0.229
C -0.0309 0.6030 -0.9096 -0.381
C 0.5035 -0.6530 -1.5087 0.520
O 0.5158 -1.5051 -0.4053 -0.056
C 0.2175 -0.8483 0.7747 0.105
O 0.0100 -1.4127 1.8575 -0.001
O 0.0209 0.4232 0.5355 0.265
H 0.7405 2.2225 -2.2199 -0.023
H 1.9178 1.5835 -1.1282 0.022
H 0.6880 2.5954 -0.4911 -0.044
H -1.0484 0.7037 -1.2873 -0.129
H 1.4991 -0.5843 -1.9471 0.024
H -0.1175 -1.0130 -2.3290 -0.088
C 0.0009 1.5844 3.6913 -0.004
C 0.9934 1.4640 4.8048 0.000
C 0.5859 0.6030 5.9818 0.000
O 1.7906 -0.0058 6.2738 0.000
C 2.5330 -0.0961 5.1736 0.000
O 3.4329 -0.9191 4.9800 0.000
O 2.1193 0.7871 4.3100 0.000
H 0.4027 1.8418 2.7114 0.000
H -0.6835 2.3876 3.9645 0.000
H -0.4100 0.6062 3.4414 0.001
H 1.2074 2.4475 5.2233 0.000
H -0.2079 -0.1257 5.8172 0.000
H 0.2869 1.2815 6.7808 0.000
C 3.6504 -0.8679 0.9742 -0.006
C 4.8183 0.1539 0.9054 0.006
C 6.1474 -0.1672 0.1553 -0.001
O 6.0489 0.5892 -0.9966 -0.004
C 5.1277 1.5367 -0.8989 0.004
O 4.9059 2.5565 -1.5874 -0.003
O 4.4560 1.3168 0.2054 0.002
H 2.7689 -0.5757 1.5449 0.000
H 4.0399 -1.7678 1.4501 0.000
H 3.2551 -1.0573 -0.0238 0.002
H 5.1090 0.4698 1.9073 0.001
H 6.2144 -1.2008 -0.1844 -0.001
H 7.0273 0.0703 0.7533 0.000
C -3.4029 -3.8050 5.1430 0.000
C -1.8444 -3.8839 5.0460 0.000
C -1.0941 -2.5611 5.0202 -0.001
O -0.3845 -2.6804 6.2345 0.000
C -0.6907 -3.7795 6.9222 0.000
O -0.1959 -4.1140 7.9958 0.000
O -1.6627 -4.3946 6.3160 0.000
H -3.7326 -3.0172 5.8202 0.000
H -3.7662 -4.7777 5.4746 0.000
H -3.7921 -3.5283 4.1632 0.000
H -1.6025 -4.5419 4.2114 0.000
H -1.8519 -1.7920 5.1700 0.000
H -0.4707 -2.4305 4.1357 0.000
C -3.4132 -0.8269 3.0956 -0.007
C -3.8597 0.6268 3.1233 0.014
C -5.2095 0.8086 3.6794 0.002
O -5.1709 1.9038 4.5982 -0.003
C -3.9140 1.9798 5.1187 0.008
O -3.5204 2.4537 6.1744 0.000
O -3.1156 1.1508 4.2207 -0.010
H -3.8169 -1.4263 3.9116 -0.001
H -2.3373 -1.0009 3.1164 0.001
H -3.8061 -1.2406 2.1668 0.002
H -3.7133 1.1060 2.1553 0.004
H -5.3827 0.0039 4.3939 -0.001
H -5.9332 0.7947 2.8644 -0.001
C 1.9413 -5.0906 0.7244 -0.006
C 0.4784 -4.6987 1.0516 0.004
C -0.4576 -4.8295 -0.1388 -0.014
O -1.5919 -5.4545 0.4026 0.000
C -1.2950 -5.8114 1.6441 0.004
O -2.0257 -6.3373 2.4861 0.000
O 0.0215 -5.6751 1.9036 -0.001
H 2.7507 -5.0151 1.4505 0.000
H 2.2795 -4.4505 -0.0905 0.003
H 1.9301 -6.0481 0.2037 0.000
H 0.4436 -3.7441 1.5766 0.001
H 0.0130 -5.4154 -0.9284 0.007
H -0.6617 -3.8714 -0.6168 0.001
```

=====

# 2
Molecular formula: C44H67N13PRhS2
Method: DFT, ωB97M-V with the def2-TZVPD basis set

Results
Gap between HOMO and LUMO (spin up / spin down) (eV): 8.00 / 6.49
Multiplicity: 5
Relative energy (zero: lowest compared OMol25 entry of this formula, charge and spin) (kcal/mol): 0.00
HOMO energy (spin up / spin down) (eV): -12.217 / -12.993
Charge: +2

The geometry in XYZ format:
```
128
Properties=species:S:1:pos:R:3:mulliken_spin:R:1
Rh -0.1269 0.9403 0.9960 2.403
C -1.6110 1.4095 -1.8961 0.051
N -2.7672 0.7907 -1.2962 -0.001
C -4.0233 1.3180 -1.7940 0.000
C -2.7053 -0.2729 -0.4576 0.026
N -1.6631 -0.4539 0.3172 0.110
C -1.5347 -1.7108 1.0412 0.005
C -0.0709 -2.0398 1.3046 0.004
N 0.6992 -0.9245 1.8801 0.115
C 2.1172 -1.0069 1.4909 0.050
C 2.3416 -0.5663 0.0438 0.019
N 1.6370 0.6759 -0.2709 0.052
C 2.0415 1.3809 -1.2994 -0.017
N 2.9601 0.9187 -2.1803 0.020
C 3.8432 1.8147 -2.9072 -0.001
C 3.0195 -0.4642 -2.6320 -0.005
N 1.4272 2.6048 -1.5650 0.009
C 1.1070 2.9174 -2.9496 0.011
C 1.7160 3.7831 -0.7684 0.007
C 0.5536 -0.7180 3.3320 -0.005
C -0.8019 -0.1632 3.7791 -0.005
N -1.3125 0.8849 2.8955 0.132
C -2.2633 1.6583 3.3390 0.016
N -2.8758 1.4859 4.5676 0.007
C -3.4206 0.2135 4.9913 0.002
C -2.8707 2.5479 5.5567 0.001
N -2.7417 2.7133 2.6088 0.007
C -2.1554 3.2254 1.3877 -0.124
C -4.0334 3.3279 2.8867 0.003
N -3.8195 -1.0768 -0.4417 0.016
C -4.3005 -1.6902 -1.6687 0.002
C -4.4054 -1.5416 0.7974 0.000
H -0.6888 0.9357 -1.5607 0.009
H -1.5851 2.4721 -1.6446 -0.005
H -1.6582 1.3043 -2.9827 -0.006
H -4.1782 1.0586 -2.8437 0.001
H -3.9997 2.4066 -1.7182 0.000
H -4.8546 0.9407 -1.2069 0.001
H -1.9612 -2.5399 0.4681 0.007
H -2.0812 -1.6689 1.9861 0.002
H 0.3953 -2.2785 0.3477 -0.005
H 0.0119 -2.9290 1.9421 -0.001
H 2.4871 -2.0339 1.6031 -0.004
H 2.6876 -0.3916 2.1832 -0.041
H 1.9931 -1.3642 -0.6209 0.000
H 3.4197 -0.4583 -0.1290 0.001
H 3.8342 2.8062 -2.4638 0.001
H 3.5732 1.8796 -3.9630 0.000
H 4.8600 1.4238 -2.8399 0.001
H 2.1468 -1.0155 -2.2949 0.010
H 3.9333 -0.9572 -2.2964 -0.001
H 2.9999 -0.4647 -3.7232 -0.001
H 0.8710 2.0046 -3.4947 -0.004
H 1.9016 3.4521 -3.4729 0.001
H 0.2255 3.5581 -2.9562 -0.001
H 2.1130 3.4984 0.1922 -0.001
H 0.8059 4.3671 -0.6090 -0.001
H 2.4444 4.4291 -1.2736 0.000
H 1.3346 -0.0143 3.6180 0.004
H 0.7409 -1.6561 3.8714 0.004
H -0.6658 0.2190 4.7976 -0.005
H -1.5156 -0.9872 3.8554 -0.001
H -3.5777 -0.4310 4.1283 -0.001
H -4.3957 0.3884 5.4527 0.000
H -2.7916 -0.3101 5.7170 0.000
H -2.4788 3.4634 5.1208 0.000
H -2.2395 2.2782 6.4079 0.000
H -3.8795 2.7468 5.9269 0.000
H -1.2436 2.6673 1.1124 0.052
H -1.8901 4.2813 1.4910 0.001
H -2.8651 3.1171 0.5631 -0.002
H -3.9158 4.3524 3.2456 0.000
H -4.5844 2.7539 3.6209 0.001
H -4.6136 3.3558 1.9620 -0.001
H -3.8364 -1.2191 -2.5287 -0.002
H -5.3839 -1.5901 -1.7491 0.000
H -4.0433 -2.7518 -1.6935 0.001
H -4.0387 -0.9343 1.6216 -0.001
H -4.1931 -2.5936 1.0074 0.000
H -5.4895 -1.4198 0.7444 0.001
C 1.5229 4.1649 4.0607 0.005
C 0.7787 3.2771 3.3058 0.001
N 1.3296 2.3279 2.5435 0.066
C 2.6553 2.2366 2.5482 -0.006
C 3.4944 3.0525 3.2979 0.002
C 2.9040 4.0575 4.0508 -0.002
C 4.9574 2.8898 3.2289 0.000
C 5.6507 1.7609 3.3659 0.000
C 5.1505 0.4268 3.7460 0.000
C 5.9332 -0.6975 3.5042 0.000
C 5.4280 -1.9214 3.9074 0.000
N 4.2564 -2.0349 4.5253 0.000
C 3.6030 -0.8989 4.7294 0.000
N 3.9663 0.3208 4.3608 0.000
H 1.0269 4.9227 4.6481 0.000
H -0.2993 3.3279 3.3066 0.004
H 3.0896 1.4873 1.8997 0.010
H 3.5143 4.7351 4.6310 0.000
H 5.5153 3.7972 3.0233 0.000
H 6.7228 1.8129 3.2215 0.000
H 6.9002 -0.6179 3.0291 0.000
H 5.9818 -2.8369 3.7384 0.000
H 2.6611 -0.9782 5.2591 0.000
S -0.1597 -0.3813 -4.8226 0.580
P -0.4244 -2.2911 -4.3158 -0.069
S -0.4693 -1.9522 -2.3434 0.497
C -1.9613 -2.9913 -4.9210 -0.015
C -2.8118 -2.2714 -5.7502 0.008
C -3.9966 -2.8484 -6.1849 0.003
C -4.3289 -4.1341 -5.7889 0.001
C -3.4762 -4.8564 -4.9615 0.004
C -2.2918 -4.2892 -4.5296 0.002
C 0.9188 -3.3605 -4.8312 -0.031
C 1.4115 -3.2452 -6.1295 0.006
C 2.4110 -4.0993 -6.5625 0.005
C 2.9162 -5.0671 -5.7043 0.000
C 2.4269 -5.1813 -4.4119 0.003
C 1.4290 -4.3268 -3.9709 0.015
H -2.5498 -1.2668 -6.0575 -0.005
H -4.6551 -2.2944 -6.8388 0.000
H -5.2506 -4.5822 -6.1322 0.000
H -3.7313 -5.8644 -4.6663 0.000
H -1.6214 -4.8595 -3.8971 -0.004
H 1.0167 -2.4923 -6.8004 -0.005
H 2.7936 -4.0123 -7.5696 0.000
H 3.6957 -5.7336 -6.0456 0.000
H 2.8223 -5.9371 -3.7483 0.000
H 1.0534 -4.4071 -2.9579 0.001
```

=====

# 3
Molecular formula: C44H70P3S4SiV
Method: DFT, ωB97M-V with the def2-TZVPD basis set

Results
Gap between HOMO and LUMO (spin up / spin down) (eV): 7.65 / 7.20
Multiplicity: 4
HOMO energy (spin up / spin down) (eV): -9.577 / -9.209
Charge: +1

The geometry in XYZ format:
```
123
Properties=species:S:1:pos:R:3:mulliken_spin:R:1
V 0.5914 0.9009 0.2333 2.679
C 3.7791 0.9758 2.7159 0.028
C 2.8743 -0.1377 3.2395 -0.091
C 3.6640 -1.1092 4.1291 0.002
P 1.7933 -0.7584 1.8673 0.154
C 0.6103 -1.9614 2.7002 0.015
C 1.0175 -3.4305 2.5820 -0.003
C 0.3485 -1.6414 4.1747 0.007
C 2.7696 -1.8460 0.7794 -0.023
C 4.0320 -2.3373 1.1172 -0.015
C 4.7312 -3.1444 0.2361 0.002
C 4.1671 -3.4730 -0.9896 0.000
C 2.9166 -2.9804 -1.3233 0.012
C 2.1858 -2.1582 -0.4566 0.029
Si 0.4986 -1.3690 -0.9937 -0.074
C 1.0394 -1.0640 -2.7972 -0.042
C 0.6614 -1.9113 -3.8389 -0.007
C 1.3027 -1.8945 -5.0681 0.001
C 2.3889 -1.0560 -5.2570 -0.002
C 2.7835 -0.2060 -4.2354 -0.006
C 2.0936 -0.1601 -3.0223 0.001
P 2.5625 1.0326 -1.6957 0.114
C 4.2766 0.5602 -1.1282 0.011
C 5.0249 1.7512 -0.5277 0.007
C 5.1733 -0.1786 -2.1193 -0.001
C 2.7109 2.6533 -2.6411 -0.024
C 2.8579 3.8644 -1.7083 0.042
C 3.7404 2.8185 -3.7684 0.001
C -0.6581 -2.9026 -1.1750 -0.015
C -0.0901 -4.1670 -0.9707 0.001
C -0.7111 -5.3428 -1.3637 0.002
C -1.9251 -5.2869 -2.0261 -0.002
C -2.5302 -4.0552 -2.2106 0.003
C -1.9442 -2.8717 -1.7564 -0.003
P -2.8990 -1.3039 -1.8352 0.009
C -3.7038 -1.3575 -3.5085 -0.003
C -4.5660 -0.1060 -3.6860 0.000
C -2.6501 -1.4274 -4.6096 0.000
C -4.3133 -1.7417 -0.6609 -0.002
C -4.9639 -0.4911 -0.0631 0.002
C -5.4093 -2.6661 -1.1887 0.000
H 4.3008 1.4639 3.5424 -0.002
H 3.2089 1.7341 2.1724 0.024
H 4.5372 0.5768 2.0379 0.003
H 2.1220 0.3292 3.8766 -0.005
H 4.6837 -1.2443 3.7703 0.000
H 3.2058 -2.0927 4.2163 -0.002
H 3.7424 -0.6892 5.1340 0.001
H -0.3214 -1.8277 2.1366 -0.002
H 1.9750 -3.6180 3.0715 0.000
H 1.1025 -3.7566 1.5491 0.001
H 0.2639 -4.0517 3.0711 0.000
H 1.1912 -1.9437 4.7963 0.000
H -0.5215 -2.2058 4.5184 0.000
H 0.1688 -0.5869 4.3738 -0.003
H 4.4844 -2.0912 2.0642 0.001
H 5.7116 -3.5160 0.5060 0.000
H 4.7070 -4.1020 -1.6864 0.000
H 2.4985 -3.2309 -2.2925 0.001
H -0.1298 -2.6308 -3.6711 0.000
H 0.9827 -2.5617 -5.8589 0.000
H 2.9383 -1.0666 -6.1897 0.000
H 3.6609 0.3987 -4.3916 0.001
H 4.0583 -0.1372 -0.3178 0.015
H 5.4105 2.4094 -1.3062 0.000
H 5.8848 1.3846 0.0370 0.001
H 4.4080 2.3431 0.1496 -0.003
H 5.5021 0.4672 -2.9345 0.001
H 4.6859 -1.0541 -2.5417 -0.001
H 6.0682 -0.5189 -1.5928 0.000
H 1.7254 2.6873 -3.1196 0.004
H 3.9085 4.0796 -1.5242 0.004
H 2.3836 3.7344 -0.7386 -0.030
H 2.4387 4.7542 -2.1860 0.001
H 4.7369 2.4938 -3.4702 -0.001
H 3.8099 3.8806 -4.0146 0.000
H 3.4568 2.3013 -4.6790 0.001
H 0.8904 -4.2457 -0.5222 -0.002
H -0.2274 -6.2945 -1.1821 0.000
H -2.4008 -6.1888 -2.3894 0.000
H -3.4760 -4.0179 -2.7338 0.000
H -4.3471 -2.2377 -3.5836 0.000
H -3.9454 0.7938 -3.6414 0.000
H -5.3452 -0.0206 -2.9286 0.000
H -5.0560 -0.1195 -4.6617 0.000
H -1.9089 -0.6312 -4.4995 -0.001
H -3.1234 -1.3154 -5.5878 0.000
H -2.1220 -2.3801 -4.5996 0.000
H -3.7897 -2.2593 0.1501 0.001
H -5.4267 0.1358 -0.8280 0.000
H -4.2357 0.1061 0.4813 0.001
H -5.7522 -0.7776 0.6370 0.000
H -5.9734 -2.1965 -1.9969 0.000
H -6.1174 -2.8800 -0.3848 0.000
H -5.0322 -3.6217 -1.5444 0.000
C -0.4362 3.7821 -1.5262 0.011
C -0.3003 4.4540 -0.1725 -0.014
S 0.6429 3.4771 1.0418 0.066
C -0.0194 4.3134 2.5152 0.014
C 0.4519 3.7087 3.8207 -0.001
S 0.0890 1.9525 4.0053 0.014
C -1.7161 1.9058 3.8559 0.002
C -2.1871 0.6934 3.0634 0.024
S -1.7586 0.6007 1.3041 0.048
C -2.5967 2.0986 0.7262 -0.002
C -2.5590 2.1682 -0.7890 0.004
S -0.9043 2.0302 -1.5276 0.012
H 0.5001 3.8252 -2.0711 -0.007
H -1.1767 4.3222 -2.1192 -0.001
H -1.2840 4.6399 0.2605 -0.001
H 0.1927 5.4194 -0.2975 0.003
H -1.1085 4.3088 2.4533 -0.001
H 0.3052 5.3535 2.4557 0.000
H 0.0239 4.2742 4.6494 0.001
H 1.5376 3.7731 3.9087 0.003
H -2.0671 2.8263 3.3932 -0.001
H -2.1583 1.8596 4.8519 0.001
H -3.2766 0.6325 3.1123 -0.001
H -1.8025 -0.2300 3.4914 -0.003
H -2.1230 2.9669 1.1797 0.015
H -3.6372 2.0587 1.0578 0.000
H -2.9997 3.1014 -1.1435 -0.002
H -3.1175 1.3368 -1.2132 -0.002
```

=====

So what do the calculations give for E_tot? Going down the list: -120373.793 -100040.845 -151534.281 eV.
So what do the calculations give for max |F|? Going down the list: 6.29 0.60 0.24 eV Å⁻¹.